[1]
Density functional theory data (the ωB97M-V functional and the def2-TZVPD basis) for a 2-piece molecular cluster, C2H8N2O2 overall.

## Properties
Orbital gap ... 9.6 eV
Relative energy (zero: lowest compared OMol25 entry of this formula, charge and spin) ... 94.68 kcal/mol
2S+1 ... 1
LUMO energy ... 0.76 eV
Total energy ... -340.8795 Eh

Each line ends with the Mulliken charge.
CARTESIAN COORDINATES (ANGSTROEM)
C: -1.53524 0.81730 -0.33556  -1.035
C: -0.24696 0.25896 0.17327  0.746
N: 2.02933 0.14820 0.05326  -0.702
N: 0.84165 0.44102 -0.65758  -0.167
O: -0.21933 0.16236 1.58082  -0.414
O: -0.42234 -1.74809 -0.21132  -0.768
H: -1.99930 1.45050 0.42919  0.336
H: -1.30998 1.36287 -1.31206  0.292
H: -2.27561 -0.05495 -0.53720  0.250
H: 2.71964 0.03853 -0.65675  0.261
H: 1.93925 -0.81468 0.51559  0.263
H: 0.52795 -0.02012 -1.45104  0.281
H: 0.73299 0.04444 1.81374  0.419
H: -0.78205 -2.08635 0.59562  0.237

Cartesian forces (eV/Å) of the 2 atoms listed first:
C -1.2 -1.2 -1.4
C -1.5 -2.6 1.5

***

[2]
Density functional theory data (the ωB97M-V functional and the def2-TZVPD basis) for C8H22ClFN2O2Pd as an isolated structure.

## Properties
Orbital gap (alpha / beta) ... 8.5 / 8.6 eV
Relative energy (zero: lowest compared OMol25 entry of this formula, charge and spin) ... 0.00 kcal/mol
2S+1 ... 3
LUMO energy (alpha / beta) ... 0.49 / 0.28 eV
Total energy ... -1265.9081 Eh

Each line ends with the Mulliken charge.
CARTESIAN COORDINATES (ANGSTROEM)
Pd: 1.19284 0.30684 -0.91013  0.454
Cl: 3.09691 -0.97999 -1.80986  -0.545
F: 1.34380 2.34145 -1.43636  -0.785
C: 1.71370 0.97880 3.56039  -1.637
C: 1.13116 0.56323 2.21800  0.747
C: -0.02050 1.50632 1.84294  -1.083
O: -0.56900 1.23904 0.54281  0.141
C: -1.26660 2.39094 0.10725  -0.904
N: 2.11664 0.58777 1.13935  -0.435
H: 2.68697 0.56033 3.80512  0.411
H: 1.00074 0.80772 4.37248  0.403
H: 1.83744 2.07098 3.60157  0.360
H: 0.74662 -0.44941 2.36264  0.050
H: 0.30431 2.55052 1.85577  0.538
H: -0.80436 1.39376 2.59943  0.329
H: -1.76057 2.12508 -0.83580  0.237
H: -0.59437 3.20967 -0.15604  0.313
H: -2.08956 2.66654 0.77484  0.410
H: 2.50953 1.52759 1.07890  0.318
H: 2.89751 -0.03559 1.32818  0.275
C: -2.64730 -1.08712 -2.84153  -1.669
C: -1.49363 -0.77911 -1.87795  0.820
C: -0.91596 -1.99378 -1.13381  -0.857
O: 0.15448 -1.54366 -0.31428  0.077
C: 0.80417 -2.64619 0.30406  -0.873
N: -0.40588 -0.03497 -2.54181  -0.411
H: -2.36363 -1.58371 -3.76868  0.399
H: -3.06923 -0.11599 -3.11059  0.421
H: -3.42361 -1.67413 -2.34855  0.379
H: -1.89005 -0.14535 -1.08617  -0.081
H: -0.59381 -2.77425 -1.83200  0.474
H: -1.69436 -2.43874 -0.50699  0.355
H: 1.40768 -3.16214 -0.44648  0.305
H: 0.15040 -3.42360 0.71433  0.317
H: 1.41402 -2.25396 1.11040  0.231
H: -0.01969 -0.46342 -3.38485  0.237
H: -0.88680 0.75853 -2.97657  0.282

Cartesian forces (eV/Å) of the 2 atoms listed first:
Pd 0.2 1.0 -0.5
Cl -0.4 0.1 0.1

***

[3]
Density functional theory data (the ωB97M-V functional and the def2-TZVPD basis) for one molecule with the formula C2H3Cl.

## Properties
Orbital gap ... 9.4 eV
Relative energy (zero: lowest compared OMol25 entry of this formula, charge and spin) ... 36.94 kcal/mol
2S+1 ... 1
LUMO energy ... 0.45 eV
SMILES ... C=CCl
Total energy ... -538.1096 Eh

Each line ends with the Mulliken charge.
CARTESIAN COORDINATES (ANGSTROEM)
C: -0.45923 -0.26523 0.02634  -0.572
C: 0.28994 1.08222 0.37573  -0.147
Cl: -0.69403 2.09283 1.35842  -0.169
H: 0.17382 -0.88817 -0.58442  0.219
H: -1.38458 -0.58428 0.42185  0.300
H: 1.21100 1.48548 0.03197  0.368

Cartesian forces (eV/Å) of the 2 atoms listed first:
C 6.2 6.6 0.6
C -6.1 -6.9 -0.8

***

[4]
Density functional theory data (the ωB97M-V functional and the def2-TZVPD basis) for a 4-piece molecular cluster, C24H42NO11 overall.

## Properties
Orbital gap ... 5.8 eV
2S+1 ... 1
LUMO energy ... 1.63 eV
Total energy ... -1822.1842 Eh
Net charge ... -1

Each line ends with the Mulliken charge.
CARTESIAN COORDINATES (ANGSTROEM)
C: -0.49432 -1.82038 3.21653  -1.149
C: -1.96308 -1.30451 3.25737  -0.633
C: -2.48746 -0.76371 1.89224  0.352
C: -3.96589 -0.24837 2.13879  -0.945
C: -4.34996 0.95504 1.20238  -0.815
C: -4.80937 2.26086 1.93067  -0.784
C: -4.05606 2.60589 3.25343  -1.115
C: -2.49529 2.55657 3.16842  0.296
C: -1.96360 3.23851 1.87049  -0.325
C: -0.40361 3.40165 1.98120  -1.471
C: 0.36596 2.06446 1.79477  1.303
N: 0.25731 1.55200 0.40410  -0.695
C: 1.88998 2.40733 2.03028  0.311
O: 2.72977 2.21497 1.13621  -0.720
O: 2.20837 2.91523 3.14035  -0.792
H: -0.28860 -2.40604 4.14112  0.380
H: 0.19363 -0.94956 3.22637  0.376
H: -0.28629 -2.50400 2.36380  0.044
H: -2.62174 -2.15562 3.54867  0.452
H: -2.03786 -0.56116 4.07985  0.371
H: -2.45531 -1.54492 1.10684  0.470
H: -1.87909 0.11703 1.59241  -0.412
H: -4.16127 -0.08099 3.21322  0.457
H: -4.60978 -1.11181 1.84392  0.467
H: -5.22477 0.61365 0.59784  0.465
H: -3.53935 1.11425 0.46304  0.338
H: -5.89849 2.24565 2.14096  0.415
H: -4.64851 3.11424 1.23156  0.267
H: -4.33311 3.65683 3.51280  0.401
H: -4.43917 1.99755 4.10547  0.392
H: -2.15016 1.51632 3.31561  -0.482
H: -2.07474 3.13691 4.02235  0.577
H: -2.16632 2.64489 0.95846  0.113
H: -2.46125 4.22948 1.77208  0.359
H: -0.08313 4.06324 1.14630  0.409
H: -0.15070 3.87496 2.94680  0.362
H: 0.01666 1.26419 2.48561  -0.582
H: 0.69903 0.63534 0.39091  0.295
H: -0.72282 1.43874 0.14373  0.297
C: 5.09741 4.09965 1.51652  -1.503
C: 4.94370 5.12912 0.42751  0.624
C: 5.77138 4.85227 -0.79541  -0.439
O: 5.99968 6.16811 -1.31683  -0.343
C: 5.93834 7.02728 -0.26353  0.614
O: 6.27193 8.17277 -0.31208  -0.572
O: 5.45458 6.41339 0.84086  -0.342
H: 4.86851 3.10107 1.14782  0.379
H: 6.11345 4.11063 1.92537  0.405
H: 4.42343 4.31948 2.34498  0.317
H: 3.88704 5.25092 0.17424  0.248
H: 5.24550 4.23569 -1.52238  0.296
H: 6.73868 4.39428 -0.57045  0.294
C: -1.57020 -5.30047 -2.36814  -1.529
C: -0.70947 -4.81496 -1.22787  0.797
C: 0.10745 -5.89497 -0.57203  -0.464
O: 0.24808 -5.40109 0.76365  -0.340
C: -0.82521 -4.60315 1.00774  0.498
O: -1.12136 -4.17985 2.07992  -0.516
O: -1.51486 -4.34899 -0.13544  -0.353
H: -0.97655 -5.80458 -3.12121  0.340
H: -2.34827 -5.98080 -2.01233  0.437
H: -2.08310 -4.45833 -2.83727  0.311
H: -0.07846 -3.98691 -1.56044  0.233
H: 1.08055 -6.02253 -1.04006  0.272
H: -0.40172 -6.86266 -0.53500  0.297
C: 0.09137 -2.68507 -7.09721  -1.450
C: 1.00853 -3.03595 -5.94927  0.501
C: 2.17768 -3.89938 -6.34130  -0.538
O: 2.44508 -4.61506 -5.13286  -0.355
C: 1.27702 -4.68250 -4.44499  0.564
O: 1.09600 -5.36906 -3.48827  -0.454
O: 0.33970 -3.86488 -4.98930  -0.267
H: 0.64049 -2.20164 -7.90621  0.383
H: -0.40647 -3.57605 -7.48499  0.355
H: -0.69481 -2.00849 -6.75949  0.360
H: 1.33901 -2.12641 -5.43947  0.272
H: 3.04547 -3.31521 -6.64309  0.311
H: 1.94082 -4.62034 -7.12870  0.308

Cartesian forces (eV/Å) of the 2 atoms listed first:
C 0.1 0.4 0.4
C 0.5 -1.1 -0.5

***

[5]
Density functional theory data (the ωB97M-V functional and the def2-TZVPD basis) for a 4-piece molecular cluster, C18H47N3O7 overall.

## Properties
Orbital gap ... 9.4 eV
Relative energy (zero: lowest compared OMol25 entry of this formula, charge and spin) ... 144.24 kcal/mol
2S+1 ... 1
LUMO energy ... 0.80 eV
SMILES ... COCCNCCOC.COCCNCCOC.COCCNCCOC.O
Total energy ... -1404.7581 Eh

Each line ends with the Mulliken charge.
CARTESIAN COORDINATES (ANGSTROEM)
C: 1.17773 -2.59608 -4.69126  -0.733
O: 1.82939 -1.46948 -4.15577  -0.329
C: 2.25687 -1.59200 -2.80384  -0.749
C: 3.06668 -0.39595 -2.49497  -0.727
N: 2.26849 0.76787 -2.24088  0.212
C: 3.11730 1.96413 -1.88043  -0.804
C: 2.23565 3.15329 -1.28910  0.737
O: 1.67770 3.99295 -2.28924  -0.471
C: 0.61686 3.43848 -2.99603  -0.581
H: 1.80021 -3.48496 -4.58873  0.280
H: 0.92783 -2.31171 -5.71341  0.235
H: 0.25026 -2.76470 -4.14403  0.304
H: 2.87786 -2.48371 -2.71827  0.457
H: 1.39436 -1.80479 -2.17226  0.373
H: 3.80567 -0.32325 -3.29291  0.364
H: 3.55285 -0.54409 -1.53072  0.510
H: 1.84070 0.96300 -3.13477  0.034
H: 3.72219 2.36209 -2.69520  0.201
H: 3.86247 1.64620 -1.15123  0.505
H: 2.93865 3.79215 -0.75454  -0.355
H: 1.52332 2.87358 -0.51293  -0.085
H: 0.93527 2.51232 -3.47451  0.192
H: 0.34384 4.13521 -3.78858  0.314
H: -0.22877 3.10084 -2.39686  0.240
C: 6.30571 3.75720 -0.85628  -0.781
O: 5.61330 3.35283 0.24857  -0.311
C: 5.09479 4.42357 1.01582  -0.550
C: 4.38817 3.83921 2.27695  -1.004
N: 3.28131 2.99454 2.01818  0.073
C: 2.32927 2.82860 3.11710  -0.833
C: 1.23718 1.75214 2.81338  -0.470
O: 0.20429 2.23274 1.96239  -0.224
C: -0.82443 2.98801 2.62355  -0.905
H: 7.24631 3.21542 -0.95555  0.273
H: 6.44029 4.82478 -1.03021  0.409
H: 5.58715 3.66461 -1.67066  0.194
H: 4.41686 4.97013 0.36025  0.310
H: 5.90757 5.09909 1.28261  0.505
H: 3.99967 4.68918 2.83795  0.423
H: 5.11560 3.34973 2.92452  0.382
H: 3.67395 2.10660 1.73981  0.163
H: 1.89817 3.79124 3.39200  0.439
H: 2.78421 2.46743 4.03942  0.325
H: 0.83702 1.22240 3.67787  0.456
H: 1.79395 1.04714 2.19607  0.197
H: -1.38802 2.43843 3.37749  0.327
H: -1.52115 3.44932 1.92364  0.294
H: -0.39140 3.88298 3.07033  0.302
C: -2.37506 -0.84925 1.04522  -0.753
O: -3.40278 -1.82453 0.88638  -0.336
C: -3.58465 -2.71871 2.02890  -0.702
C: -4.70646 -3.78904 1.64948  -0.423
N: -4.12406 -4.95040 0.87213  -0.340
C: -5.01779 -6.09079 0.78458  -0.950
C: -6.46107 -5.79209 0.26482  -0.432
O: -7.31290 -5.12714 1.22931  -0.307
C: -8.73733 -5.05042 0.90695  -0.772
H: -1.40686 -1.34687 0.98991  0.301
H: -2.41549 -0.23132 1.94223  0.284
H: -2.47638 -0.11150 0.24925  0.294
H: -3.91628 -2.08228 2.84932  0.373
H: -2.64310 -3.18753 2.31489  0.359
H: -5.48409 -3.23121 1.12773  0.262
H: -5.15550 -4.19300 2.55683  0.404
H: -3.88267 -4.62118 -0.05170  0.250
H: -5.08743 -6.60088 1.74534  0.351
H: -4.66632 -6.94217 0.20173  0.418
H: -6.86843 -6.69458 -0.19088  0.535
H: -6.20846 -5.14270 -0.57337  0.277
H: -8.87928 -4.24054 0.19137  0.321
H: -9.34720 -4.74642 1.75768  0.247
H: -9.11200 -5.94434 0.40832  0.300
O: 0.19025 0.47113 -0.22270  -0.576
H: 1.00492 0.43916 -0.72424  0.291
H: 0.25307 1.27965 0.28581  0.210

Cartesian forces (eV/Å) of the 2 atoms listed first:
C -0.2 0.7 0.5
O 0.3 0.5 0.0

***

Please write out number 2 again, unchanged.
Density functional theory data (the ωB97M-V functional and the def2-TZVPD basis) for C8H22ClFN2O2Pd as an isolated structure.

## Properties
Orbital gap (alpha / beta) ... 8.5 / 8.6 eV
Relative energy (zero: lowest compared OMol25 entry of this formula, charge and spin) ... 0.00 kcal/mol
2S+1 ... 3
LUMO energy (alpha / beta) ... 0.49 / 0.28 eV
Total energy ... -1265.9081 Eh

Each line ends with the Mulliken charge.
CARTESIAN COORDINATES (ANGSTROEM)
Pd: 1.19284 0.30684 -0.91013  0.454
Cl: 3.09691 -0.97999 -1.80986  -0.545
F: 1.34380 2.34145 -1.43636  -0.785
C: 1.71370 0.97880 3.56039  -1.637
C: 1.13116 0.56323 2.21800  0.747
C: -0.02050 1.50632 1.84294  -1.083
O: -0.56900 1.23904 0.54281  0.141
C: -1.26660 2.39094 0.10725  -0.904
N: 2.11664 0.58777 1.13935  -0.435
H: 2.68697 0.56033 3.80512  0.411
H: 1.00074 0.80772 4.37248  0.403
H: 1.83744 2.07098 3.60157  0.360
H: 0.74662 -0.44941 2.36264  0.050
H: 0.30431 2.55052 1.85577  0.538
H: -0.80436 1.39376 2.59943  0.329
H: -1.76057 2.12508 -0.83580  0.237
H: -0.59437 3.20967 -0.15604  0.313
H: -2.08956 2.66654 0.77484  0.410
H: 2.50953 1.52759 1.07890  0.318
H: 2.89751 -0.03559 1.32818  0.275
C: -2.64730 -1.08712 -2.84153  -1.669
C: -1.49363 -0.77911 -1.87795  0.820
C: -0.91596 -1.99378 -1.13381  -0.857
O: 0.15448 -1.54366 -0.31428  0.077
C: 0.80417 -2.64619 0.30406  -0.873
N: -0.40588 -0.03497 -2.54181  -0.411
H: -2.36363 -1.58371 -3.76868  0.399
H: -3.06923 -0.11599 -3.11059  0.421
H: -3.42361 -1.67413 -2.34855  0.379
H: -1.89005 -0.14535 -1.08617  -0.081
H: -0.59381 -2.77425 -1.83200  0.474
H: -1.69436 -2.43874 -0.50699  0.355
H: 1.40768 -3.16214 -0.44648  0.305
H: 0.15040 -3.42360 0.71433  0.317
H: 1.41402 -2.25396 1.11040  0.231
H: -0.01969 -0.46342 -3.38485  0.237
H: -0.88680 0.75853 -2.97657  0.282

Cartesian forces (eV/Å) of the 2 atoms listed first:
Pd 0.2 1.0 -0.5
Cl -0.4 0.1 0.1

***

Q: Which formula does entry 1 have?
A: C2H8N2O2

***

Q: What is the formula in the fourth record?
A: C24H42NO11

***

Q: Which formula does entry 3 have?
A: C2H3Cl